Molecular formula: C22H45F9NO20P3
Method: DFT, ωB97M-V/def2-TZVPD

Geometry as XYZ:
```
100
Properties=species:S:1:pos:R:3:forces:R:3:lowdin_charge:R:1
C -0.906217 1.031253 -0.061617 -0.93 1.58 0.58 0.0490
N 0.284404 1.932126 -0.065126 0.55 -1.30 -1.27 -0.4231
O 0.940007 1.905719 -1.102016 -0.05 0.48 0.29 0.0391
O 0.604919 2.506784 0.940262 -0.25 0.50 0.18 0.0679
H -0.783992 0.382971 0.801554 -0.10 -0.47 -0.37 0.0822
H -1.090011 0.649166 -1.054728 0.57 -0.51 0.11 0.0666
H -1.766108 1.684867 0.111814 0.09 0.01 0.36 0.1031
C 6.167559 -0.966842 0.345301 -0.35 -1.59 0.64 -0.1109
O 5.766657 -0.254304 -0.787311 -0.12 0.93 -1.21 -0.2288
P 5.121258 -0.863562 -2.123793 0.87 -0.98 0.55 0.3723
O 4.025636 -1.791432 -1.863341 -0.01 -0.39 0.18 -0.2101
O 4.723334 0.375808 -2.988007 0.82 0.79 0.62 -0.2165
C 4.060566 1.515164 -2.346822 -0.84 -0.52 -1.15 -0.0360
O 6.376546 -1.544026 -2.873720 -1.14 0.48 0.12 -0.1981
C 7.271653 -0.755632 -3.642826 -0.31 0.33 -1.85 -0.1117
H 5.295859 -1.396339 0.857500 -0.04 0.61 0.20 0.0808
H 6.757930 -0.311559 0.980255 -0.17 0.02 0.01 0.0897
H 6.732529 -1.886200 0.141601 0.36 0.42 -0.49 0.0941
H 3.021329 1.366258 -2.635248 -0.13 0.32 0.46 0.0785
H 4.407654 2.419795 -2.836965 0.29 -0.04 0.15 0.0917
H 4.180398 1.542502 -1.270220 0.15 -0.08 -0.01 0.0846
H 8.271797 -0.773608 -3.226296 -0.06 0.34 0.21 0.0905
H 6.845271 0.212453 -3.925453 0.37 0.40 1.20 0.0814
H 7.311303 -1.100595 -4.686803 0.22 -1.02 0.43 0.0906
C 1.997368 -2.197741 2.073647 0.38 0.72 -0.52 -0.0888
O 0.957704 -2.771202 2.866984 -1.00 -0.89 -0.10 -0.1925
P -0.403844 -3.088603 2.090186 0.32 -0.46 -0.35 0.4102
O -1.047378 -1.952745 1.417403 0.03 -0.03 0.09 -0.2279
O 0.072159 -4.260807 1.099243 0.08 0.50 0.39 -0.2112
C -0.872240 -4.770651 0.180185 -0.68 0.23 -1.31 -0.0964
O -1.338860 -3.882352 3.087357 0.81 0.45 0.36 -0.1834
C -2.748140 -3.810092 3.014062 -1.36 -0.74 0.08 -0.1037
H 2.903682 -2.068552 2.661917 -0.30 -0.03 0.43 0.0888
H 1.650223 -1.222756 1.725491 0.20 0.02 -0.05 0.0788
H 2.301895 -2.797238 1.213308 -0.41 -0.25 0.04 0.0872
H -1.607413 -5.453437 0.605129 0.41 -0.27 0.31 0.0974
H -0.328374 -5.208219 -0.656646 0.08 -0.54 0.48 0.0799
H -1.468008 -3.998692 -0.325164 0.16 0.38 0.44 0.0867
H -3.163457 -4.764346 2.669705 0.44 -0.07 -0.22 0.0871
H -3.135607 -3.054108 2.334108 0.34 0.33 0.19 0.0858
H -3.178882 -3.725089 4.011724 0.33 0.53 0.05 0.0918
C -7.639569 4.801912 2.120900 -0.57 0.80 -0.77 -0.1026
O -6.371829 5.381140 2.493573 0.41 0.05 -1.33 -0.2048
P -5.401563 5.632723 1.229811 0.74 0.02 1.14 0.4003
O -5.549051 4.760734 0.057008 -0.06 0.34 0.29 -0.2275
O -3.964374 5.523075 1.954133 -0.63 0.23 -0.18 -0.2120
C -2.835039 5.103201 1.193776 -0.09 -0.79 -0.78 -0.1060
O -5.592157 7.197168 0.976778 -0.41 -0.62 0.23 -0.2129
C -4.760696 7.885076 0.050964 0.08 0.66 -0.02 -0.0987
H -7.630003 3.726665 2.263113 -0.11 0.04 0.29 0.0916
H -7.878261 5.017828 1.074917 0.37 -0.34 -0.11 0.0778
H -8.444471 5.348306 2.612004 0.24 -0.40 0.74 0.0888
H -2.611249 5.777540 0.366100 0.16 0.32 0.30 0.0793
H -3.043898 4.149474 0.702106 -0.10 -0.07 0.17 0.0756
H -1.980776 4.955434 1.847040 -0.09 0.32 0.16 0.0899
H -4.101583 8.554583 0.607877 0.21 -0.31 0.03 0.0930
H -5.381609 8.547970 -0.552280 -0.13 -0.31 -0.12 0.0892
H -4.198230 7.207840 -0.589595 -0.03 0.03 -0.03 0.0803
C 0.534596 -1.515073 -1.337836 0.41 -0.13 -0.36 -0.0654
C 1.036290 -2.886431 -1.634926 0.38 -1.13 -1.54 -0.1653
O 0.096024 -3.499320 -2.585325 -1.27 -0.22 -0.36 -0.0082
C 0.340931 -4.717273 -3.037452 0.66 0.79 0.60 -0.4264
O 1.290320 -5.381715 -2.753301 0.29 -0.55 0.16 0.1772
C -0.698070 -5.231163 -4.038431 -0.05 0.38 0.01 -0.5719
F -1.535049 -4.262319 -4.399477 -0.31 0.13 -0.24 0.1715
F -0.070098 -5.691908 -5.104857 0.24 -0.03 -0.61 0.1882
F -1.414112 -6.237171 -3.545310 -0.25 -0.23 0.50 0.1743
H -0.434737 -1.531052 -0.852276 0.25 0.12 0.36 0.0372
H 0.468389 -0.964577 -2.278699 -0.06 0.05 0.02 0.0985
H 1.337489 -1.046281 -0.765614 -0.38 0.24 0.29 0.0839
H 1.127729 -3.598806 -0.814195 0.21 0.46 0.07 0.1041
H 1.943301 -2.857519 -2.238993 0.38 0.13 0.70 0.1115
C -4.058217 -2.320659 -2.504461 0.42 0.18 -0.86 -0.0359
C -2.684280 -1.658519 -2.472161 -0.59 -0.64 0.85 -0.2055
O -2.356627 -1.042472 -3.725251 0.83 -0.55 -0.49 0.0594
C -2.565621 0.239754 -3.856925 -0.99 0.38 1.29 -0.4054
O -3.105311 0.933286 -3.035554 0.30 0.25 -0.16 0.1592
C -2.119055 0.834599 -5.185213 0.46 0.28 -1.27 -0.5167
F -3.000356 1.771587 -5.565428 0.32 -0.40 0.10 0.1651
F -0.909028 1.426501 -5.085751 -0.46 -0.25 0.27 0.1560
F -2.022013 -0.083661 -6.165938 -0.18 0.28 0.43 0.1583
H -4.014463 -3.176721 -1.833518 -0.49 0.25 0.35 0.0772
H -4.253117 -2.737476 -3.495343 0.20 -0.04 -0.04 0.0846
H -4.849685 -1.593997 -2.334968 -0.10 -0.22 0.47 0.0817
H -1.937247 -2.413897 -2.255035 0.22 0.02 -0.64 0.0854
H -2.628062 -0.966933 -1.633032 -0.05 0.40 -0.30 0.1114
C 5.028966 1.637947 4.801694 -0.90 0.06 0.45 -0.0541
C 4.034740 0.751914 5.551272 0.07 0.38 -0.21 -0.1873
O 2.800285 0.923808 4.839186 -0.56 -0.25 -0.74 0.0108
C 1.638965 0.556356 5.362714 0.70 0.21 -0.25 -0.3961
O 1.444696 0.154884 6.463079 -0.23 -0.33 0.43 0.1869
C 0.502799 0.798387 4.350646 -1.40 -0.04 -1.15 -0.5056
F 0.907187 1.094869 3.105872 0.42 0.16 0.68 0.1371
F -0.307695 -0.266956 4.183919 0.48 0.00 0.74 0.1484
F -0.277104 1.803802 4.791023 0.44 -0.11 0.01 0.1630
H 5.969156 1.599100 5.347802 0.25 0.09 -0.48 0.0814
H 4.650109 2.659121 4.736766 0.12 0.09 0.48 0.0819
H 5.051695 1.343974 3.753134 0.56 -0.42 0.12 0.0752
H 3.857139 1.017850 6.593680 0.26 0.06 -0.02 0.1273
H 4.352391 -0.290649 5.489623 -0.23 -0.05 0.09 0.1290
```
Positions in Å, forces in eV/Å.

As for the total energy: -4347.88157 a.u. The structure (SMILES) is CCOC(=O)C(F)(F)F.CCOC(=O)C(F)(F)F.CCOC(=O)C(F)(F)F.COP(=O)(OC)OC.COP(=O)(OC)OC.COP(=O)(OC)OC.C[N+](=O)[O-].